Entry 1:
Density functional theory data (ωB97M-V/def2-TZVPD) for C4H6ClF in the gas phase.

Structure (ORCA input):
```
! wB97M-V def2-TZVPD RIJCOSX def2/J DEFGRID3
* xyz 0 1
Cl -1.38625 1.68608 -0.68541
F 1.33380 0.01811 2.22245
C 1.17029 -0.26829 -0.97546
C -1.31858 0.14487 -0.11872
C 0.15401 0.06917 1.38254
C 0.11222 -0.34606 0.07019
H -1.64682 -0.53083 -0.88482
H 2.29703 -0.06902 -0.82177
H -2.02535 -0.12034 0.79159
H 0.97310 0.47340 -1.64004
H 1.02713 -1.12184 -1.52392
H -0.69059 0.06474 2.18337
*
```

* structure (SMILES): C/C(=C\F)CCl
* HOMO-LUMO gap: 0.38615 Ha
* maximum force: 6.9 eV Å⁻¹
* energy above the lowest of the compared OMol25 structures with the same formula, charge and spin: 254.79 kJ/mol
* E_tot: -715.9540 Eh

***

Entry 2:
Density functional theory data (ωB97M-V/def2-TZVPD) for a 2-piece molecular cluster, C4H6ClF2N3 overall.

Structure (ORCA input):
```
! wB97M-V def2-TZVPD RIJCOSX def2/J DEFGRID3
* xyz 0 3
Cl -3.52935 0.15562 0.59916
F 2.45528 1.06323 1.13214
F 2.13903 -1.68351 -0.22903
N -1.56476 -1.43717 -0.08582
N -1.45335 0.70179 -0.84765
N 0.30037 0.27104 1.57183
C 1.12995 0.73616 0.78040
C -0.26262 0.92822 -1.31222
C 0.91416 1.06603 -0.60418
C -2.04732 -0.19257 -0.14615
H -0.64564 -1.56366 -0.34564
H -0.16935 1.27038 -2.40716
H 1.83161 1.29542 -1.12549
H 0.57815 0.37414 2.62526
H -2.05260 -2.14250 0.56870
H 2.37642 -0.84262 -0.17415
*
```

* HOMO-LUMO gap (alpha / beta): 0.22801 / 0.27629 Ha
* maximum force: 5.2 eV Å⁻¹
* ⟨S²⟩: 2.014
* E_tot: -980.0546 Eh

***

Entry 3:
Density functional theory data (ωB97M-V/def2-TZVPD) for a 2-piece molecular cluster, C4H6ClF5Si overall.

Structure (ORCA input):
```
! wB97M-V def2-TZVPD RIJCOSX def2/J DEFGRID3
* xyz 0 1
Cl -0.52239 2.17339 2.27684
Si 0.42937 0.86552 1.14123
F -2.88237 0.28504 -1.35635
F -1.55695 -1.63538 -3.00248
F -0.06276 -1.71340 -1.57126
F -0.52315 0.15716 -2.63378
F -2.45373 -1.51560 -0.11152
C -1.06302 -0.91797 -1.98719
C 1.67105 1.60882 -0.12613
C 0.71409 -0.69599 2.16798
C -1.86610 -0.43101 -0.81896
H 1.17504 2.41302 -0.66427
H 2.06301 0.83581 -0.76763
H 0.26700 -1.67771 1.71195
H 0.36443 -0.63326 3.10846
H 1.72322 -1.13368 2.20259
H 2.52325 2.01523 0.43053
*
```

* HOMO-LUMO gap (alpha / beta): 0.26653 / 0.26638 Ha
* maximum force: 5.3 eV Å⁻¹
* E_tot: -1404.9779 Eh

***

Entry 4:
Density functional theory data (ωB97M-V/def2-TZVPD) for C4H6ClFS in the gas phase.

Structure (ORCA input):
```
! wB97M-V def2-TZVPD RIJCOSX def2/J DEFGRID3
* xyz 0 1
Cl 1.98415 -1.07756 -0.14680
S 0.47287 1.98092 -0.27668
F -2.42514 0.25491 -0.16278
C -2.11669 -1.08657 0.03638
C 0.31516 -0.63297 0.22420
C -0.69619 -1.33409 -0.18638
C 0.26662 0.73794 0.96271
H -2.41182 -1.39561 1.00844
H -0.82158 1.95055 -0.75899
H -0.54676 -2.31377 -0.43616
H -0.73695 0.92065 1.42318
H 1.12951 0.70251 1.65627
H -2.69603 -1.64072 -0.72686
*
```

* structure (SMILES): FC/C=C(/Cl)CS
* HOMO-LUMO gap: 0.35806 Ha
* maximum force: 2.9 eV Å⁻¹
* energy above the lowest of the compared OMol25 structures with the same formula, charge and spin: 97.36 kJ/mol
* E_tot: -1114.2102 Eh